98
Properties=species:S:1:pos:R:3:forces:R:3 method="wB97M-V/def2-TZVPD" molar_mass_g_mol=1430.39 total_energy_ha=-14031.0958 total_charge=-1 homo_lumo_gap_ev=7.1 multiplicity=1
N 2.27761 -0.45594 3.81829 -0.1902 0.1390 -2.3700
C 1.71582 0.39665 2.68096 1.4145 0.2037 1.5737
C 1.47356 1.88180 3.32255 -0.7514 0.5780 1.0649
C -0.07404 2.24004 3.71759 0.2042 0.8659 0.1192
C -0.81013 3.31678 2.70050 -4.5722 4.2147 2.0438
O -1.85290 4.03274 3.19746 6.4421 -4.6056 -3.1459
O -0.40570 3.60742 1.31681 0.1351 -0.2415 3.1823
O 2.83446 0.67667 1.71996 -2.6440 0.2976 -2.8228
S 2.01989 1.18970 0.27133 3.8234 4.4450 -4.8831
O 2.27918 2.73762 0.10069 -2.0252 -5.1335 2.1347
O 2.59102 0.66761 -1.09378 -2.6515 0.0670 5.6557
O 0.38593 0.74539 0.66868 2.8617 0.4760 0.6611
C 0.59904 -0.28974 1.69938 0.7319 -2.5549 0.3721
C -0.73115 -1.02599 2.37569 -0.3401 0.0273 -0.8167
C -2.06156 -0.61712 1.49085 0.7768 -1.8586 0.3447
O -2.53420 0.67919 2.00333 -2.0886 0.6958 -3.5789
C -3.35044 1.40718 1.01837 3.0047 -0.0650 -3.5127
O -3.08420 1.55700 -0.28185 -1.0278 -1.6937 7.9530
C 1.16649 -1.54889 0.75524 2.8764 -5.7949 -3.1917
O 0.38398 -1.98587 -0.24234 2.8482 2.9963 5.0641
O 2.44313 -2.24436 0.97707 -6.0667 4.2090 -0.0019
H 3.11329 -0.01425 4.26118 -1.0585 -0.0785 -0.7778
H 2.62960 -1.36455 3.42665 -0.6642 1.1323 0.0997
H 1.90121 2.77640 2.68230 -0.8707 -2.2004 0.9140
H 2.09135 1.90931 4.34393 -1.3684 -0.2093 -2.2701
H -0.78013 1.32080 3.87514 1.4381 1.8857 -0.6444
H -0.02631 2.79357 4.77442 -0.4026 -1.0215 -2.4715
H 0.22101 4.38901 1.25601 -1.0157 -1.3867 0.4395
H -0.57740 -2.20378 2.25857 -0.2010 2.7485 0.0875
H -0.83724 -0.83145 3.52632 0.1450 -0.0262 -2.3973
H -2.90545 -1.43463 1.67740 1.6797 1.7807 -0.2166
H -1.82009 -0.63980 0.34549 -0.2559 0.3750 2.2926
H -4.31691 1.96440 1.43250 3.1821 -1.8983 0.5469
C -6.99249 3.11528 0.26224 -0.1896 0.4773 -0.2589
Cl -7.68398 2.53174 1.78089 -0.1568 -0.0750 0.1465
Cl -5.28327 2.68277 0.13381 -2.9913 1.8004 -2.0712
H -7.53670 2.66646 -0.57224 0.3138 0.0544 0.4135
H -7.08810 4.20317 0.22257 0.0030 -0.5139 0.2244
C 3.77583 -2.07049 -2.15200 -0.2344 0.1276 0.6796
Cl 5.44355 -2.33635 -2.67449 0.3026 -0.0454 -0.0612
Cl 2.64972 -2.24987 -3.50282 -0.1301 0.0043 -0.1251
H 3.52413 -2.80122 -1.37958 -0.0386 0.2162 -0.2095
H 3.68687 -1.05959 -1.74656 -0.0482 -0.3422 -0.2040
C -1.32417 0.32254 6.73637 0.2254 0.1704 0.3857
Cl 0.34355 0.05668 6.21388 -0.2238 0.0892 -0.2595
Cl -2.45028 0.14315 5.38555 -0.3020 -0.0157 0.1906
H -1.57587 -0.40820 7.50879 0.0525 0.1200 -0.2382
H -1.41313 1.33344 7.14182 0.0789 -0.3700 -0.3328
C -5.99487 0.03648 -2.22870 0.4520 -0.0976 0.2864
Cl -7.63051 0.70390 -2.16380 -0.0647 -0.2024 0.0276
Cl -5.55953 -0.42101 -3.87981 0.0378 -0.0294 0.0298
H -5.28881 0.78945 -1.87029 -0.2050 -0.1349 -0.1714
H -5.94618 -0.84871 -1.58973 -0.0979 0.2026 -0.2485
C 3.47583 -2.43383 -7.16587 0.0274 0.0897 0.6538
Cl 5.14355 -2.69969 -7.68836 -0.0245 0.0244 -0.0670
Cl 2.34972 -2.61321 -8.51669 -0.3140 0.0910 -0.0060
H 3.22413 -3.16457 -6.39345 0.0844 0.1384 -0.2639
H 3.38687 -1.42293 -6.76042 0.0383 -0.2759 -0.1889
C 4.48601 -3.84205 3.53260 0.1083 -0.3435 -0.1680
Cl 5.22943 -2.24867 3.34976 0.1679 -0.0835 0.0112
Cl 2.79993 -3.70234 4.04504 0.0863 -0.3547 0.0943
H 4.52428 -4.36472 2.57379 -0.1433 0.3226 0.1601
H 5.04046 -4.40921 4.28436 -0.1844 0.2585 -0.1006
C 2.70513 -2.04323 8.90821 0.2998 -0.1115 0.1861
Cl 1.06949 -1.37581 8.97311 0.1081 -0.1580 0.5000
Cl 3.14047 -2.50072 7.25710 0.0245 0.0067 0.0953
H 3.41119 -1.29025 9.26663 -0.2563 -0.1169 -0.1665
H 2.75382 -2.92842 9.54718 -0.1007 0.2028 -0.2379
C 3.44044 -5.90523 -9.23777 -0.2211 0.1928 -0.2536
Cl 2.74895 -6.48877 -7.71912 -0.0665 0.1066 -0.0461
Cl 5.14966 -6.33774 -9.36620 0.0731 0.0159 -0.1060
H 2.89623 -6.35405 -10.07225 0.2017 -0.0113 0.2688
H 3.34483 -4.81734 -9.27744 0.1310 -0.3738 0.1204
C 4.07583 -0.88460 -11.16122 -0.0378 0.0657 0.4106
Cl 5.74355 -1.15046 -11.68371 0.0520 0.0206 0.0828
Cl 2.94972 -1.06398 -12.51204 -0.1163 0.0102 0.0431
H 3.82413 -1.61533 -10.38880 0.1308 0.1669 -0.3458
H 3.98687 0.12630 -10.75577 0.0558 -0.2397 -0.2279
C -1.92417 2.14617 10.31955 -0.0868 0.1185 0.3615
Cl -0.25645 1.88031 9.79706 0.0081 0.0106 0.0953
Cl -3.05028 1.96679 8.96873 -0.2730 0.1295 0.2719
H -2.17587 1.41544 11.09197 0.0918 0.1079 -0.3017
H -2.01313 3.15707 10.72499 0.0476 -0.2410 -0.2326
C 7.95571 -4.76667 -6.59558 -0.2626 0.1868 -0.2366
Cl 7.56664 -3.72332 -5.22262 -0.0088 -0.0395 -0.1120
Cl 9.15669 -5.98449 -6.14887 0.0668 -0.1078 -0.1138
H 7.04519 -5.27047 -6.92892 0.2213 0.0821 0.1877
H 8.35588 -4.15313 -7.40653 -0.0092 -0.1546 0.2817
C -8.55956 4.21396 -3.79895 -0.0683 0.1506 -0.3336
Cl -9.25105 3.63043 -2.28029 -0.3540 0.2211 -0.1004
Cl -6.85034 3.78145 -3.92738 -0.0286 0.0843 -0.1029
H -9.10377 3.76514 -4.63342 0.1773 -0.0040 0.2871
H -8.65517 5.30185 -3.83862 0.0901 -0.2851 0.1487
C -6.01704 7.29332 -0.17764 0.3704 0.1757 0.0004
Cl -7.28560 7.72411 0.97569 0.0385 0.0738 0.0531
Cl -6.55385 6.00422 -1.26163 0.1998 0.3262 -0.2693
H -5.76191 8.17433 -0.77152 -0.1891 -0.2535 0.1235
H -5.13685 6.95183 0.37270 -0.3085 -0.0300 -0.1082